# 1
Molecular formula: C4H10NP
Method: DFT, wB97M-V/def2-TZVPD

```
! wB97M-V def2-TZVPD RIJCOSX def2/J DEFGRID3
* xyz 0 1
P 2.53647 -0.88293 -0.09399
H 0.18217 -1.60462 1.00877
H 2.19166 1.59584 -0.12106
C -0.03260 -0.73155 0.51230
H 2.68970 -0.34917 -1.49556
H -1.34851 0.57584 -0.40258
H -2.19099 -2.11341 0.04317
C 1.23264 1.40796 0.06277
H 3.46639 -0.04899 0.30001
H -2.93427 -1.01074 -1.07976
H 0.73420 1.92852 0.85908
H -3.35974 -0.81195 0.63820
N 1.18820 -0.02361 0.48561
C -1.23628 -0.32611 0.06774
H 0.71766 1.69980 -0.92236
C -2.46885 -1.09988 -0.12639
*
```

## Properties
* orbital gap: 9.246 eV
* energy above the lowest of the compared OMol25 structures with the same formula, charge and spin: 1.669 eV
* LUMO: 1.03 eV
* structure (SMILES): C/C=C/N(C)P



# 2
Molecular formula: C36H55N4OP2Pb
Method: DFT, wB97M-V/def2-TZVPD

```
! wB97M-V def2-TZVPD RIJCOSX def2/J DEFGRID3
* xyz 1 1
C -3.10948 1.09149 4.26679
H 4.53581 3.77420 -1.37445
H 4.16642 -1.78365 -3.98072
C 1.94710 1.58283 -1.85416
H 0.63043 4.30597 -2.47551
H 3.17623 4.91808 -1.09700
C 1.69774 -3.12981 -0.24763
C 4.04192 1.80041 0.18426
H -2.16326 4.23039 -0.04200
C -2.66426 1.03267 -6.06044
H 5.03950 2.11787 0.53079
H -1.40733 -2.55778 3.05640
H 2.96333 3.46031 -2.07633
C 3.05746 -2.40311 -2.23702
N -1.68640 0.17230 -0.92784
C -2.40304 0.09081 -1.90393
C -3.75598 0.55472 -3.92675
P 1.32792 2.35677 -0.34261
H 3.34292 0.65694 -3.73254
H -3.18984 0.46470 0.87640
H -4.80363 0.74055 -5.80161
C 2.23056 0.17633 -1.97078
C -0.09781 3.79215 -0.47500
H -4.55187 0.99189 1.91304
C -0.84822 -3.03901 -2.06778
C 3.46758 -1.48420 -3.20777
N -0.93364 1.17666 4.06602
C -1.42670 1.10627 -5.40685
H 1.44032 -3.47017 4.01816
C 2.18519 -2.02528 -1.21278
N 1.75738 -0.76494 -1.08311
H -3.21999 -3.97535 -0.98350
H -1.01016 4.89554 -2.09056
C -3.65798 0.34898 1.86417
H 0.99137 -1.95712 3.23985
H 2.47451 -3.34795 0.50356
C -3.83176 0.79439 -5.30800
H -4.00932 -0.69185 1.97229
O 2.85013 -0.38937 3.66199
H -1.90723 -4.15694 2.45057
C -2.74666 0.71415 2.96524
C -0.31068 4.05229 -1.96848
H 2.58897 4.77469 1.31521
H -4.67314 0.45181 -3.33145
H 2.74037 3.25636 2.20772
H -1.68311 -3.27770 -2.74131
H 1.48976 -5.40627 1.43766
H -0.83916 -1.95662 -1.91001
C -1.34544 0.85614 -4.02047
C -1.92884 1.38949 4.94310
C -1.07087 -3.78707 -0.74191
H 1.58847 -4.05673 -0.82699
H 4.18915 4.07610 1.56904
C -0.83537 -5.28415 -0.99882
C 0.36262 5.05772 0.25919
C 3.04007 -0.18044 -3.09037
C -1.10498 -3.61291 2.96252
H -0.19515 -5.87381 1.82180
C 3.13898 3.82928 1.36109
H 0.21491 -5.53959 -1.19144
H 1.70596 2.00534 -2.84977
H -1.39605 -5.55138 -1.91192
H 2.28496 -2.98151 2.53849
H -1.23167 -5.91833 -0.19453
C -2.51224 -3.57266 -0.24327
H -1.00993 -4.02579 3.97614
H -0.42251 5.82703 0.17033
Pb -0.02602 0.03948 0.78108
H -4.11243 1.15033 4.65511
H -2.70787 -4.09303 0.70534
H -2.04851 1.06458 7.03616
C 0.64773 -5.23923 2.12358
H 0.96595 -5.59256 3.11758
H -0.37281 1.02811 -3.52654
H 0.49152 4.87075 1.33592
H 1.28220 5.48524 -0.15923
C 3.59722 0.31011 3.13128
C 0.24511 -3.76033 2.24178
H -2.71061 1.12911 -7.16152
H 0.08212 -3.33142 -2.57493
C 3.45894 3.85932 -1.17555
H -2.73996 -2.50463 -0.10744
N -1.39700 0.74915 2.84620
H 0.05247 1.31688 4.24247
H -0.62464 1.99949 6.51737
H 3.35995 -3.43757 -2.24881
C 1.30739 -2.98939 3.03748
C -1.69113 1.82665 6.33023
C -1.44919 3.41048 0.15891
C 3.10033 3.02407 0.06393
C -2.49859 0.44008 -3.30346
P 0.06141 -2.90540 0.55084
H 3.66627 1.04311 0.88961
H -0.77163 3.19440 -2.48053
H -1.87095 2.49607 -0.27342
H 4.18226 1.30316 -0.78291
H -1.41345 3.30398 1.25433
H -2.23723 2.75514 6.54371
H -0.51323 1.33177 -5.99300
*
```

## Properties
* orbital gap: 5.088 eV
* energy above the lowest of the compared OMol25 structures with the same formula, charge and spin: 1.457 eV
* LUMO: -3.10 eV



# 3
Molecular formula: C12H23BI2NO2P
Method: DFT, wB97M-V/def2-TZVPD

```
! wB97M-V def2-TZVPD RIJCOSX def2/J DEFGRID3
* xyz 0 1
C 0.20493 1.71180 -1.58532
C 1.52982 0.86788 0.34055
H 0.14745 1.62331 -2.67096
H -0.65368 -0.98524 -0.62739
H 4.35379 0.86506 -2.32433
P -3.90272 -1.83209 2.05163
C -1.79280 0.04040 2.85274
H -0.96248 1.36954 0.17577
I -0.87382 -4.85857 3.76648
C -1.02670 1.16279 -0.89469
N 1.51481 1.07767 -1.14434
H 2.51530 0.50304 0.61893
H -1.46324 -0.56899 -2.14954
H 0.77885 0.13637 0.62426
O 1.01059 -2.61039 3.29669
C -0.05142 -2.99074 2.93591
H 2.98316 -0.62561 -3.63917
C -0.97314 -2.34475 1.97412
C -1.52598 1.22005 2.84498
H 2.43769 -0.81568 -1.25505
H 3.31302 2.11222 -0.66568
H -1.87318 1.75002 -1.25766
H 0.84661 -0.74240 -2.04134
H -1.46458 -3.14033 1.41066
H 3.68219 2.00146 -3.47914
H -0.36620 -1.71419 1.32001
C 2.68015 1.98740 -1.53935
H -2.33410 -0.51506 -0.61390
H 0.29231 2.76994 -1.34171
H 2.27689 2.95594 -1.81807
O -4.36095 -0.31416 1.53061
I -5.34624 -2.15371 4.05311
H -1.39187 2.27515 2.82463
C -1.37566 -0.31126 -1.09026
H 1.74750 0.60034 -3.87878
B -2.12149 -1.49666 2.83945
C 1.77960 -0.21572 -1.88271
C 3.42378 1.30086 -2.68832
H 1.32674 1.81609 0.83205
C 2.46974 0.20625 -3.16245
H -5.32045 -0.26365 1.46662
H -2.13420 -1.85436 3.99098
*
```

## Properties
* orbital gap: 6.116 eV
* LUMO: -0.50 eV



# 4
Molecular formula: C18H23AsF6N3O5PtS4
Method: DFT, wB97M-V/def2-TZVPD

```
! wB97M-V def2-TZVPD RIJCOSX def2/J DEFGRID3
* xyz -1 1
H 0.02170 4.93340 1.81550
C -3.76460 -5.59430 1.42290
C 3.35260 1.47770 -1.91140
H -6.00130 -2.86320 2.97480
C -3.91630 1.43540 1.12330
H -5.08930 -2.59310 0.67550
F -2.52680 2.01090 -2.26530
H 2.27810 1.66020 -2.00840
C 0.74500 -3.05990 1.16390
C -3.14190 2.28980 -1.11600
C -2.98950 1.13820 -0.08780
H 1.52020 -2.44790 1.60210
S 3.20890 -0.54920 1.36370
O 3.63910 0.95720 -0.62910
H 3.90300 2.41470 -1.97630
H 0.17190 1.79180 3.66370
H 1.40880 -5.08510 1.59020
H -3.42410 -0.97350 -0.05130
H -1.02230 4.29670 0.52480
H -2.78800 -0.39840 -1.57490
O -4.40390 -3.57170 -1.72340
As 0.61090 2.51260 1.27820
C 0.70260 -4.40440 1.16600
H 3.67480 0.78210 -2.69080
H 2.29850 3.62450 2.84690
C -5.38080 -3.63190 2.53920
C -0.36570 1.66200 2.72610
H -1.35620 2.10070 2.80260
O 0.85030 1.72780 -0.13490
H -0.46330 0.60450 2.46390
H 3.04690 3.20990 1.28140
H -3.13450 -6.34270 0.96810
C -5.10840 -4.79660 3.26170
N -2.27860 -2.97180 -0.56900
S -3.37060 -4.13580 -0.90120
N -5.69860 -5.02600 4.49090
C -4.28840 -5.77080 2.68920
C 2.37280 2.86710 2.06700
S 1.95110 -0.97470 -1.29730
C -0.01160 4.32450 0.91420
C 2.94440 -0.09590 -0.21000
C -3.47260 -0.15310 -0.76370
F -4.42420 2.56950 -1.43390
O -2.74560 -5.35290 -1.37000
C -1.17850 -3.30810 0.01840
F -5.23310 1.50530 0.85540
S -0.69810 -4.99020 0.31750
F -3.78250 0.48360 2.05710
H -4.06980 -6.66930 3.24870
H -6.02450 -4.22070 4.99980
H 0.66370 4.74030 0.15960
H -4.48560 -0.05350 -1.14950
C -4.06990 -4.45000 0.71370
N -0.29980 -2.44750 0.52490
H 2.77680 1.94490 2.48570
C -4.86810 -3.46780 1.26830
H -5.26350 -5.73320 5.05910
F -3.60700 2.59320 1.74020
O -1.73190 1.12830 0.38410
F -2.62800 3.45460 -0.68650
Pt -0.10410 -0.41740 -0.02280
*
```

## Properties
* orbital gap: 6.761 eV
* energy above the lowest of the compared OMol25 structures with the same formula, charge and spin: 2.265 eV
* LUMO: 1.82 eV



# 5
Molecular formula: C3H5NS2
Method: DFT, wB97M-V/def2-TZVPD

```
! wB97M-V def2-TZVPD RIJCOSX def2/J DEFGRID3
* xyz 0 1
S 0.61297 -0.68819 0.96270
H -2.43661 -0.36727 1.05119
C -0.58542 0.16935 -0.09650
H 2.56095 -1.36087 0.13831
H 2.80420 0.51141 0.12321
N -0.17474 0.08125 -1.25538
H -1.68796 1.44570 0.83809
S 1.16469 -0.48671 -1.74773
C 2.11788 -0.38080 -0.10924
C -1.93344 0.49952 0.45811
H -2.44253 0.57661 -0.36277
*
```

## Properties
* orbital gap: 9.192 eV
* energy above the lowest of the compared OMol25 structures with the same formula, charge and spin: 2.325 eV
* LUMO: 0.80 eV



# 6
Molecular formula: C11H21N
Method: DFT, wB97M-V/def2-TZVPD

```
! wB97M-V def2-TZVPD RIJCOSX def2/J DEFGRID3
* xyz 0 1
C 1.16720 0.34764 -1.62400
C -0.72331 2.38084 1.91810
H 2.58248 1.39041 2.37077
H -1.67538 -0.32925 1.58784
C 0.97837 1.84715 -1.57202
C 2.30538 0.32790 2.51466
H -0.59443 -1.67193 1.52023
C -0.65919 -0.59962 1.76648
C 0.19975 1.75161 0.85125
C -1.02913 0.86611 -1.09336
H 0.95457 -0.03088 -2.59165
H -1.21602 0.81089 -2.16170
H -1.78340 2.17421 1.67604
C -0.20084 2.03214 -0.63494
C 2.04257 -1.71614 1.00004
H 2.16294 0.05901 -1.30709
H -0.56933 3.44544 1.86916
H 3.22781 -0.23450 2.76638
H -0.19193 -1.21016 -0.77345
H -1.96291 0.76844 -0.53361
N 1.70571 -0.28735 1.27451
H 1.50500 -2.40537 1.65117
C 0.35111 0.17442 0.89293
H 3.12428 -1.84953 1.20679
C 0.05514 -0.14728 -0.62310
H 1.15427 2.24435 1.00700
H 0.77466 2.21238 -2.60333
H 1.85305 2.35130 -1.23277
H 1.85637 -1.97724 -0.01883
H -0.66976 2.99658 -0.78148
H -0.45341 -0.47554 2.81806
H -0.45151 1.98141 2.93760
H 1.64271 0.23540 3.38516
*
```

## Properties
* orbital gap: 8.816 eV
* energy above the lowest of the compared OMol25 structures with the same formula, charge and spin: 0.992 eV
* LUMO: 0.92 eV
* structure (SMILES): C[C@@H]1[C@H]2CC[C@H](C2)[C@@]1(C)N(C)C



# 7
Molecular formula: C12H30Cl4N2O4Tl
Method: DFT, wB97M-V/def2-TZVPD

```
! wB97M-V def2-TZVPD RIJCOSX def2/J DEFGRID3
* xyz -1 1
H -2.83340 -0.85866 3.27970
O 0.82485 1.21069 2.24732
O 2.21711 -0.08349 -1.89276
H 3.77269 -0.22340 -0.59467
O -1.27190 -1.51631 -2.49967
C 1.80527 2.23020 2.21917
H 3.10425 2.35019 -2.15772
H -2.39449 1.31433 3.90706
H 1.34617 3.19586 2.00746
H -1.95766 -3.47270 -2.77602
Tl -0.30472 0.52584 -0.45564
H -2.91368 -3.65185 -0.44532
H 4.27019 0.14494 -2.15694
C 3.36285 1.94532 -1.17930
H -3.13446 2.00917 2.45657
N 2.28796 2.22936 -0.22651
H 2.84767 -1.32057 -3.47613
C 3.49497 0.40924 -1.43772
H -1.45486 -1.88161 -4.64118
H 1.70639 -0.05450 3.63147
H 0.29428 0.91308 4.25813
C 2.85995 2.02602 1.10757
H 1.41996 -1.83214 -2.63351
C -2.20841 -2.57372 -2.21294
C -2.19182 -2.86618 -0.66834
H 3.39719 1.08385 1.21606
H 3.70197 2.69152 1.29788
Cl 0.02811 2.47691 -3.41854
Cl 1.54679 -2.00976 0.93163
H -3.84418 -0.26966 2.00429
C -1.41598 -1.08634 -3.89678
Cl -1.07073 3.74780 0.07988
C -2.42105 -1.84313 1.47612
H 4.33079 2.38709 -0.94258
C 0.73888 0.39519 3.40829
H -1.50056 2.37506 2.80977
H 0.07145 -0.45287 3.25524
H 2.91699 -2.09401 -1.85518
Cl -3.64114 1.14622 -1.71277
H -0.48217 -0.57740 -4.13570
C -2.22538 1.56248 2.85924
O -1.86574 0.43169 2.06143
N -2.49192 -1.58773 0.05347
H -1.48033 -2.23157 1.86633
H -1.21550 -3.31169 -0.47748
H -3.19485 -2.28815 -2.57831
C -2.82718 -0.59598 2.22184
H 2.33620 2.27645 3.17000
H 2.02254 3.18970 -0.39202
H -3.33300 -1.09992 -0.21989
H -3.11440 -2.63194 1.76791
C 2.39696 -1.37223 -2.48502
H -2.31292 -0.48047 -4.02536
*
```

## Properties
* orbital gap: 3.832 eV
* energy above the lowest of the compared OMol25 structures with the same formula, charge and spin: 0.000 eV
* LUMO: -1.75 eV



# 8
Molecular formula: C9H10ClNOS
Method: DFT, wB97M-V/def2-TZVPD

```
! wB97M-V def2-TZVPD RIJCOSX def2/J DEFGRID3
* xyz 0 1
N -0.45067 0.05849 -1.20095
C -2.84075 0.80435 0.84178
C 0.74036 -0.04207 -0.30025
O -3.30232 -1.81832 0.58922
H -2.05681 1.57885 0.92054
C 0.64632 0.65531 0.91142
H -0.24098 2.13954 -1.53765
H 1.74593 1.07601 2.71621
H 2.13741 -1.18119 -1.69389
H -0.31414 1.34689 0.99255
S -2.25030 -0.77828 0.91892
C 2.94577 -0.85197 0.22681
H -1.63714 1.19652 -2.51082
C 1.74216 0.63370 1.71040
C -0.79745 1.15117 -1.74809
H -2.05191 -1.16136 -1.63062
H -0.64856 -2.01401 -1.04972
Cl -4.39200 1.16791 0.22703
H 3.71221 -1.64740 0.03811
C 2.79530 -0.21125 1.43957
H 3.78151 -0.22487 1.93631
C -1.15671 -1.09697 -1.10042
C 1.89276 -0.78104 -0.69645
*
```

## Properties
* orbital gap (spin up / spin down): 7.335 / 7.333 eV
* energy above the lowest of the compared OMol25 structures with the same formula, charge and spin: 2.919 eV
* LUMO (spin up / spin down): 0.03 / 0.03 eV



What is the formula in the first record? C4H10NP